# 1
Entry from the Open Molecules 2025 dataset: a molecular structure, C29H42N2O5PS2Ti (ωB97M-V with the def2-TZVPD basis set).

Element x y z (Å)
Ti  -1.50798  -0.45040  -0.98612
S  0.82589  -0.86982  -1.01815
C  1.29195  -1.33374  0.57875
N  2.39347  -1.95801  0.82258
C  2.78839  -2.21759  2.22471
C  2.38774  -1.04437  3.07371
N  0.94417  -0.78648  2.89467
C  0.20894  -0.38481  4.12703
C  0.21603  -1.51858  5.11955
C  0.83848  -1.35706  6.35108
C  0.84403  -2.40143  7.26726
C  0.23880  -3.60706  6.94788
C  -0.38272  -3.77210  5.71489
C  -0.39810  -2.72908  4.80343
C  0.39954  -0.95882  1.73412
S  -1.27839  -0.81488  1.44536
C  3.36610  -2.41268  -0.21125
C  4.64453  -1.62647  -0.08614
C  5.83303  -2.28094  0.21206
C  7.01307  -1.55664  0.32371
C  7.00106  -0.18114  0.15015
C  5.81132  0.47646  -0.14430
C  4.63513  -0.24435  -0.26592
H  3.86900  -2.34391  2.23823
H  2.31007  -3.14311  2.55394
H  2.94347  -0.14093  2.81187
H  2.54659  -1.27265  4.12583
H  -0.79197  -0.07671  3.83715
H  0.74086  0.48170  4.52269
H  1.30391  -0.41206  6.60773
H  1.31720  -2.26917  8.23057
H  0.24190  -4.41860  7.66269
H  -0.86787  -4.70892  5.47612
H  -0.91179  -2.85262  3.85446
H  2.89741  -2.31317  -1.18680
H  3.53808  -3.47220  -0.01531
H  5.84676  -3.35757  0.33958
H  7.93965  -2.06920  0.54298
H  7.92050  0.38154  0.23641
H  5.81041  1.54793  -0.29204
H  3.71301  0.26948  -0.52357
C  -4.93253  -2.33817  -1.78730
C  -3.59695  -2.79337  -1.36590
C  -3.33290  -4.21389  -1.08727
O  -2.65227  -1.96229  -1.27404
H  -5.70496  -2.79293  -1.16417
H  -5.10248  -2.72678  -2.79955
H  -5.01620  -1.25504  -1.80034
H  -3.64139  -4.80958  -1.95224
H  -3.98428  -4.53497  -0.26791
H  -2.29149  -4.40082  -0.84634
C  -5.57617  2.28782  -3.48545
C  -4.23379  2.94783  -3.29115
C  -3.68835  3.56483  -4.55516
C  -4.19491  3.86653  -2.09252
O  -3.30615  1.72320  -2.97084
P  -1.92239  1.65286  -2.35657
O  -1.30288  0.24130  -2.71980
O  -2.00458  1.32691  -0.79221
O  -1.08733  2.85757  -2.70250
C  0.36441  3.34507  -2.51434
C  0.67542  3.26223  -1.03748
C  1.22116  2.44120  -3.36856
C  0.30816  4.76426  -3.02472
H  -6.30153  3.05323  -3.76204
H  -5.92067  1.81498  -2.56602
H  -5.53752  1.55410  -4.28928
H  -4.35858  4.36972  -4.85866
H  -3.65145  2.83517  -5.36295
H  -2.69922  3.99290  -4.40047
H  -4.89771  4.68218  -2.26369
H  -3.20895  4.31099  -1.95319
H  -4.50291  3.34814  -1.18400
H  0.66821  2.22793  -0.68657
H  -0.02925  3.85069  -0.45042
H  1.67419  3.66749  -0.87346
H  1.21144  1.41276  -3.00390
H  2.24860  2.80439  -3.33437
H  0.89419  2.45740  -4.40711
H  -0.39091  5.36408  -2.44327
H  0.02465  4.79009  -4.07570
H  1.29859  5.21014  -2.93019

Summary:
E_tot ... -3602.5079 Ha
E_LUMO ... -10.2 eV
HOMO-LUMO gap ... 0.21606 hartree
Multiplicity ... 1
Total charge ... +3

=====

# 2
Entry from the Open Molecules 2025 dataset: a molecular structure, C29H42N5O2SSi3Yb at a distorted geometry (ωB97M-V with the def2-TZVPD basis set).

Element x y z (Å)
Yb  0.33331  0.31157  0.06305
C  0.98700  2.99200  0.67227
C  2.00683  2.03846  0.91756
C  2.64426  1.76959  -0.32327
C  2.01535  2.55002  -1.30633
C  0.99650  3.30021  -0.69560
H  0.37549  3.45847  1.42872
H  2.42877  1.81366  1.88224
H  3.56850  1.22852  -0.44404
H  2.32545  2.60209  -2.33901
H  0.32931  3.98999  -1.19374
N  -1.60145  5.47635  -5.95964
C  -1.53520  4.38979  -5.10705
C  -0.29535  3.85893  -4.73593
C  -0.22680  2.75657  -3.90991
C  -1.39820  2.16483  -3.45743
C  -2.64245  2.66582  -3.83279
C  -2.70642  3.77208  -4.65343
S  -1.35856  0.85412  -2.31615
O  -2.47593  0.00085  -2.59232
O  -0.02004  0.21322  -2.31678
N  -1.33147  1.43376  -0.84021
C  -2.22375  2.05485  -0.03382
N  -1.88122  1.90257  1.26744
C  -2.62644  2.54714  2.15113
C  -3.71935  3.31513  1.78125
C  -4.00848  3.35444  0.42911
N  -3.27505  2.73195  -0.49305
H  -0.78940  6.06750  -6.00728
H  -2.47278  5.97753  -5.98641
H  0.61460  4.31705  -5.10642
H  0.72619  2.33755  -3.62439
H  -3.54293  2.18824  -3.47280
H  -3.66916  4.16832  -4.95417
H  -2.34725  2.43021  3.19333
H  -4.32094  3.83564  2.51085
H  -4.86526  3.90744  0.05846
C  3.28449  -1.37853  -1.19851
Si  3.08696  -1.78988  0.64368
C  3.81299  -3.51770  0.81769
C  4.25035  -0.70243  1.63622
C  1.31606  -1.65256  1.16966
Si  1.01521  -1.48747  2.99664
C  1.36743  0.21891  3.70371
C  -0.80302  -1.73078  3.42723
C  2.02851  -2.67597  4.03412
Si  0.37368  -3.07539  0.49692
C  0.71782  -3.46295  -1.30637
C  0.49620  -4.68125  1.46052
C  -1.46496  -2.62319  0.45092
C  -2.45849  -3.59564  0.53788
C  -3.79042  -3.24065  0.42499
C  -4.10022  -1.90784  0.21582
C  -3.06896  -0.99494  0.13101
N  -1.77849  -1.32320  0.25141
H  4.18785  -0.78655  -1.37108
H  2.45364  -0.81334  -1.63036
H  3.37859  -2.29539  -1.78519
H  4.84876  -3.51217  0.46274
H  3.26672  -4.26574  0.23615
H  3.81716  -3.84327  1.86335
H  5.27047  -0.83570  1.26207
H  4.24684  -0.98785  2.69279
H  4.00568  0.35945  1.57697
H  0.74432  0.99301  3.24290
H  2.41290  0.51715  3.59506
H  1.13289  0.20164  4.77294
H  -1.42005  -0.99341  2.90468
H  -0.94352  -1.58113  4.50241
H  -1.18987  -2.72104  3.17502
H  3.09669  -2.46505  3.92841
H  1.86466  -3.71518  3.73874
H  1.77118  -2.57641  5.09285
H  1.73564  -3.82080  -1.47279
H  0.56299  -2.58137  -1.93689
H  0.02547  -4.23894  -1.64441
H  1.54179  -4.89063  1.69742
H  0.10985  -5.52946  0.88790
H  -0.05196  -4.62773  2.40543
H  -2.17473  -4.62795  0.70139
H  -4.57234  -3.98678  0.49554
H  -5.12237  -1.57240  0.10680
H  -3.30210  0.04206  -0.04779

Summary:
E_tot ... -3980.0504 Ha
E_LUMO (spin up / spin down) ... 0.4 / 0.1 eV
Expectation value of S² ... 0.75
HOMO-LUMO gap (spin up / spin down) ... 0.30132 / 0.28913 hartree
Multiplicity ... 2
Total charge ... 0

=====

Summary of energy above the lowest of the compared OMol25 structures with the same formula, charge and spin in eV
0.094 1.280
(order as listed above)